Record 1
The following is a quantum chemistry calculation of C5H2NO3S as an isolated structure, from OMol25.

Summary:
charge = -1
DFT total energy = -23680.829 eV

Each line ends with the natural charge from an NBO analysis.
Cartesian coordinates (Å):
C 0.535 -0.135 -2.690  -0.43
C 0.853 -0.942 -3.650  0.07
C 0.180 0.575 -0.314  0.71
C -0.636 -1.201 1.244  0.89
C 0.648 0.636 -1.635  0.02
N -1.063 -0.107 1.982  -0.88
O 0.104 1.464 0.490  -0.53
O -0.142 -0.746 0.010  -0.54
O -0.880 -2.357 1.517  -0.61
S 2.250 2.331 -1.644  -0.51
H -1.194 -0.308 3.045  0.39
H -0.656 0.789 1.645  0.42

Record 2
The following is a quantum chemistry calculation of an isolated ion of composition C5H2NOS and charge -1, from OMol25.

Summary:
charge = -1
DFT total energy = -19585.308 eV

Each line ends with the natural charge from an NBO analysis.
Cartesian coordinates (Å):
C 2.314 -1.342 0.049  0.12
C -1.393 0.807 0.020  -0.46
C -1.164 -0.652 -0.093  -0.02
C 1.164 -0.666 -0.119  -0.11
C -0.559 1.816 0.144  -0.07
N 3.458 -1.625 0.020  -0.46
O 0.029 -1.248 0.030  -0.39
S 0.424 3.044 -0.026  0.01
H -2.354 1.129 0.253  0.23
H -1.918 -1.261 -0.279  0.15

Record 3
The following is a quantum chemistry calculation of one molecule with the formula C5H2O, from OMol25.

Summary:
DFT total energy = -7258.216 eV

Each line ends with the natural charge from an NBO analysis.
Cartesian coordinates (Å):
O -1.139 -1.437 1.421  -0.48
C -0.677 -0.437 0.940  0.42
C -0.616 1.190 -2.189  0.21
C 0.576 1.060 -1.710  -0.47
C 0.840 0.401 -0.621  0.36
C 0.746 -0.340 0.448  -0.46
H -1.268 0.492 0.823  0.13
H 1.538 -0.931 0.888  0.28

Record 4
The following is a quantum chemistry calculation of one molecule with the formula C5H2O, from OMol25.

Summary:
DFT total energy = -7259.488 eV
SMILES string = C#CC#CC=O

Each line ends with the natural charge from an NBO analysis.
Cartesian coordinates (Å):
C 2.450 -0.318 0.299  -0.09
C 1.441 -0.059 -0.307  -0.13
C 0.213 0.204 -0.849  0.05
C -0.983 0.368 -1.017  -0.10
C -1.968 0.174 0.062  0.38
O -3.160 0.261 0.075  -0.47
H 3.374 -0.532 0.784  0.25
H -1.369 -0.098 0.953  0.13

Record 5
The following is a quantum chemistry calculation of a 10-piece molecular cluster, C5H30N2O10 overall, from OMol25.

Summary:
DFT total energy = -29126.775 eV
SMILES string = CNC[C@@H](N)CC=O.O.O.O.O.O.O.O.O.O

Each line ends with the natural charge from an NBO analysis.
Cartesian coordinates (Å):
C 3.114 1.461 -0.870  -0.42
N 2.025 1.537 0.084  -0.67
C 1.441 0.245 0.434  -0.23
C -0.056 0.257 0.019  -0.05
N -0.314 0.871 -1.274  -0.89
C -0.505 -1.192 -0.063  -0.54
C -1.939 -1.310 -0.456  0.47
O -2.279 -1.888 -1.463  -0.57
H 2.727 1.443 -1.896  0.16
H 3.824 2.285 -0.758  0.21
H 3.804 0.611 -0.751  0.18
H 2.227 2.147 0.861  0.39
H 1.534 0.092 1.510  0.18
H 1.972 -0.587 -0.034  0.20
H -0.593 0.765 0.812  0.20
H -0.133 1.871 -1.172  0.41
H 0.274 0.530 -2.021  0.35
H -0.474 -1.763 0.864  0.24
H 0.043 -1.790 -0.785  0.23
H -2.718 -0.908 0.201  0.11
O -3.850 0.263 2.853  -0.96
H -3.960 0.588 1.945  0.51
H -3.562 1.006 3.394  0.49
O -1.121 -1.303 -3.799  -0.96
H -1.058 -0.828 -2.964  0.48
H -1.923 -1.815 -3.810  0.50
O 3.277 -1.151 3.249  -0.94
H 3.418 -1.534 2.373  0.48
H 2.395 -0.781 3.192  0.46
O -3.387 1.815 0.337  -0.98
H -3.778 2.554 -0.134  0.49
H -2.544 1.593 -0.074  0.49
O -1.351 -0.501 2.740  -1.01
H -2.333 -0.444 2.654  0.51
H -1.138 -1.365 3.103  0.48
O 0.492 3.484 -2.146  -0.94
H 1.359 3.437 -1.728  0.48
H 0.616 3.395 -3.071  0.47
O 0.218 1.759 3.024  -0.97
H -0.032 1.640 3.945  0.47
H -0.023 0.903 2.628  0.49
O 2.592 -2.895 -0.133  -0.97
H 2.318 -2.454 -0.946  0.49
H 3.156 -3.630 -0.379  0.48
O 1.448 -1.874 -2.906  -0.97
H 1.796 -1.001 -3.097  0.46
H 0.488 -1.771 -3.068  0.50

Record 6
The following is a quantum chemistry calculation of a 10-piece molecular cluster, C5H30N2O10 overall, from OMol25.

Summary:
charge = +1
DFT total energy = -29118.611 eV
2S+1 = 2

Each line ends with the natural charge from an NBO analysis.
Cartesian coordinates (Å):
C -2.256 1.933 0.752  -0.76
C -1.445 2.622 -0.246  0.68
N -1.495 2.354 -1.618  -0.58
C -2.375 1.390 -2.213  -0.24
C -2.110 -0.102 -1.807  -0.31
N -1.138 -0.711 -2.662  -0.24
C 0.243 -0.349 -2.209  -0.49
O -0.606 3.427 0.110  -0.59
H -3.202 1.420 0.456  0.23
H -2.632 2.517 1.626  0.29
H -1.664 1.078 1.108  0.26
H -0.763 2.762 -2.153  0.43
H -3.431 1.656 -1.915  0.27
H -2.369 1.589 -3.332  0.25
H -1.894 -0.085 -0.716  0.25
H -2.996 -0.756 -1.933  0.27
H -1.205 -0.620 -3.679  0.43
H 0.624 0.439 -2.909  0.28
H 0.821 -1.258 -2.407  0.31
H 0.375 0.002 -1.198  0.25
H -0.450 -1.847 0.974  0.46
H -1.787 -2.408 0.852  0.48
O -1.074 -2.357 1.506  -0.94
H -0.718 -0.609 3.153  0.49
H 0.729 -0.483 2.507  0.49
O 0.222 -0.452 3.349  -0.99
H 2.095 -0.694 -0.757  0.49
H 3.492 -0.982 -1.372  0.49
O 2.587 -0.762 -1.603  -0.99
H 1.343 -1.698 3.835  0.50
H 0.907 -3.033 3.380  0.49
O 1.724 -2.598 3.706  -0.98
H 2.414 -0.779 1.329  0.53
H 1.546 0.617 0.970  0.52
O 1.574 -0.373 0.922  -1.07
H 1.262 2.610 2.662  0.49
H 0.750 3.076 1.311  0.50
O 1.301 2.395 1.728  -0.99
H 2.918 1.683 -1.053  0.49
H 2.021 3.050 -1.298  0.48
O 2.724 2.457 -1.580  -0.97
H -2.203 -3.968 -1.445  0.50
H -1.770 -2.487 -1.454  0.45
O -2.256 -3.141 -0.957  -0.94
H 3.547 -2.570 1.384  0.49
H 3.145 -2.114 2.890  0.53
O 3.475 -1.835 2.008  -0.98

Record 7
The following is a quantum chemistry calculation of a 9-piece molecular cluster, C5H30N2O9 overall, from OMol25.

Summary:
DFT total energy = -27078.980 eV
SMILES string = NCCC[C@H](N)CO.O.O.O.O.O.O.O.O

Each line ends with the natural charge from an NBO analysis.
Cartesian coordinates (Å):
N -2.794 1.700 -0.016  -0.86
C -1.561 2.446 0.209  -0.22
C -0.778 2.708 -1.068  -0.42
C -0.333 1.546 -1.943  -0.42
C 0.733 0.694 -1.280  -0.08
N 2.042 1.305 -1.416  -0.90
C 0.795 -0.700 -1.946  -0.06
O 1.737 -1.501 -1.257  -0.77
H -3.065 1.386 -0.946  0.39
H -2.705 0.827 0.518  0.35
H -1.873 3.463 0.588  0.18
H -0.860 2.127 1.027  0.17
H -1.137 3.549 -1.673  0.21
H 0.177 3.155 -0.756  0.21
H -1.167 0.931 -2.317  0.21
H 0.004 1.925 -2.923  0.21
H 0.633 0.578 -0.203  0.19
H 2.568 1.245 -0.543  0.38
H 2.241 2.161 -1.902  0.39
H 1.027 -0.670 -3.042  0.18
H -0.217 -1.153 -1.787  0.16
H 2.610 -1.083 -1.321  0.50
O -2.522 -3.067 -1.012  -0.97
H -1.734 -2.548 -0.749  0.50
H -3.153 -2.761 -0.335  0.47
O 2.788 3.488 1.446  -0.99
H 1.906 3.344 1.793  0.48
H 3.221 2.682 1.103  0.48
O -3.941 -0.596 -1.843  -0.99
H -3.551 -1.481 -1.837  0.50
H -4.309 -0.323 -2.684  0.48
O 1.148 -0.940 2.528  -0.99
H 0.914 -1.674 1.930  0.51
H 1.544 -1.329 3.320  0.48
O 0.062 1.298 3.712  -0.97
H 0.623 0.518 3.599  0.49
H -0.571 1.444 3.015  0.47
O 3.750 1.010 1.249  -0.96
H 2.964 0.497 1.513  0.50
H 4.128 1.419 2.035  0.49
O -0.995 -5.101 0.643  -0.94
H -1.105 -5.043 -0.323  0.49
H -1.799 -4.596 0.851  0.47
O -0.212 -2.578 0.524  -1.03
H 0.533 -2.291 -0.023  0.51
H -0.155 -3.439 0.953  0.51

Record 8
The following is a quantum chemistry calculation of a 9-piece molecular cluster, C5H30N2O9 overall, from OMol25.

Summary:
DFT total energy = -27077.602 eV
SMILES string = NCNCCCCO.O.O.O.O.O.O.O.O

Each line ends with the natural charge from an NBO analysis.
Cartesian coordinates (Å):
N 3.852 -0.308 1.232  -0.86
C 2.523 -0.279 0.573  -0.02
N 1.446 -0.802 1.438  -0.71
C 0.110 -0.388 0.930  -0.23
C -0.730 0.309 2.078  -0.42
C -0.439 1.800 2.397  -0.46
C -1.607 2.427 1.716  -0.06
O -1.566 2.267 0.266  -0.79
H 4.055 -0.008 2.154  0.36
H 4.224 -1.280 1.202  0.35
H 2.580 -1.010 -0.273  0.19
H 2.395 0.699 0.303  0.18
H 1.560 -0.759 2.454  0.38
H -0.513 -1.310 0.730  0.18
H 0.279 0.160 0.008  0.20
H -1.751 0.236 1.900  0.20
H -0.664 -0.285 2.973  0.21
H 0.449 2.178 2.079  0.23
H -0.512 2.133 3.521  0.21
H -2.575 1.984 2.074  0.17
H -1.805 3.621 1.829  0.18
H -1.829 1.329 0.008  0.50
O 0.486 -1.533 -3.295  -0.98
H -0.011 -2.154 -2.724  0.53
H -0.027 -0.936 -3.852  0.48
O -2.949 -2.190 -1.250  -0.99
H -3.590 -2.228 -1.955  0.47
H -2.855 -1.205 -1.070  0.50
O -0.592 1.599 -2.129  -0.98
H 0.262 1.395 -1.598  0.50
H -0.369 2.539 -2.211  0.49
O 1.177 3.264 0.143  -0.97
H 0.515 2.469 0.028  0.49
H 0.709 3.995 0.565  0.47
O 1.053 -3.820 0.981  -0.97
H 0.898 -2.843 1.105  0.49
H 1.892 -3.796 0.404  0.47
O -0.506 -3.333 -1.414  -1.00
H -1.317 -2.841 -1.304  0.49
H -0.378 -3.644 -0.520  0.50
O -2.882 0.426 -1.190  -1.00
H -3.722 0.814 -1.494  0.50
H -2.081 0.835 -1.634  0.53
O 1.833 0.215 -2.008  -0.98
H 1.333 -0.534 -2.382  0.49
H 1.639 0.793 -2.787  0.46

Record 9
The following is a quantum chemistry calculation of a 10-piece molecular cluster, C5H30O9 overall, from OMol25.

Summary:
DFT total energy = -24098.686 eV
SMILES string = CCC(C)C.O.O.O.O.O.O.O.O.O

Each line ends with the natural charge from an NBO analysis.
Cartesian coordinates (Å):
C 3.069 0.551 -0.907  -0.62
C 2.878 -0.793 -0.164  -0.37
C 2.596 -0.449 1.320  -0.23
C 2.958 -1.747 2.112  -0.63
C 1.140 -0.022 1.470  -0.62
H 2.334 1.329 -0.781  0.22
H 4.065 0.991 -0.615  0.20
H 3.225 0.449 -1.994  0.21
H 1.981 -1.197 -0.588  0.16
H 3.792 -1.324 -0.174  0.21
H 3.213 0.397 1.637  0.20
H 3.468 -1.681 3.101  0.21
H 3.773 -2.325 1.647  0.21
H 2.090 -2.288 2.455  0.22
H 0.880 0.598 0.604  0.22
H 0.894 0.684 2.293  0.21
H 0.459 -0.871 1.650  0.21
O 0.586 3.232 0.923  -0.95
H 0.494 3.039 1.864  0.48
H -0.348 3.329 0.709  0.47
O -1.958 2.833 2.346  -0.96
H -2.531 3.474 2.771  0.48
H -2.459 2.001 2.384  0.49
O -0.453 3.653 -1.729  -0.97
H -0.547 3.061 -0.987  0.48
H 0.304 4.233 -1.651  0.50
O -1.603 1.084 -2.736  -0.98
H -0.977 1.061 -3.459  0.50
H -1.689 1.965 -2.377  0.51
O -2.412 -2.877 1.386  -0.98
H -3.345 -3.057 1.525  0.47
H -2.189 -3.516 0.694  0.51
O -2.412 -0.298 0.100  -1.00
H -2.281 -0.994 0.831  0.49
H -2.214 -0.906 -0.611  0.48
O -3.425 -0.894 -2.304  -0.98
H -2.882 -0.130 -2.562  0.50
H -4.307 -0.518 -2.260  0.47
O -2.062 -3.202 -1.133  -1.02
H -1.207 -2.731 -1.265  0.50
H -2.784 -2.622 -1.421  0.50
O -0.198 -1.442 -1.493  -0.97
H -0.459 -0.541 -1.699  0.51
H 0.547 -1.541 -0.913  0.48

Record 10
The following is a quantum chemistry calculation of a 9-piece molecular cluster, C5H31N2O8S overall, from OMol25.

Summary:
charge = +1
DFT total energy = -35874.624 eV

Each line ends with the natural charge from an NBO analysis.
Cartesian coordinates (Å):
N 0.719 -0.961 0.125  -0.77
C 0.020 -1.612 1.326  -0.05
C 0.682 -1.544 2.706  -0.59
S 2.456 -1.425 2.543  0.01
C -1.415 -1.055 1.350  -0.25
N -1.870 -0.856 -0.097  -0.52
C -2.593 -2.035 -0.854  -0.41
C -3.011 0.206 -0.375  -0.44
H -0.038 -0.818 -0.596  0.47
H 1.325 -0.163 0.423  0.47
H 1.412 -1.553 -0.332  0.47
H 0.097 -2.744 1.021  0.22
H 0.245 -0.889 3.421  0.25
H 0.301 -2.439 3.273  0.26
H 2.629 -2.718 2.447  0.13
H -1.535 -0.203 1.951  0.22
H -2.050 -1.892 1.800  0.21
H -2.216 -2.949 -0.568  0.19
H -2.190 -1.734 -1.823  0.23
H -3.615 -2.089 -0.580  0.20
H -3.259 0.750 0.623  0.22
H -3.922 -0.182 -0.948  0.22
H -2.496 1.103 -0.952  0.20
H 0.848 2.652 2.823  0.48
H -0.499 3.121 3.217  0.48
O -0.017 2.391 2.952  -0.95
H 0.119 3.452 -0.456  0.50
H 1.336 4.026 -1.180  0.47
O 0.745 3.346 -1.246  -0.95
H 3.111 1.766 -1.721  0.46
H 1.721 1.714 -2.111  0.48
O 2.534 1.389 -2.419  -0.94
H 2.861 -0.591 -2.496  0.52
H 3.526 -1.906 -1.743  0.48
O 3.306 -0.993 -1.682  -0.99
H 1.956 2.508 -0.005  0.49
H 3.005 1.567 0.602  0.49
O 2.043 1.680 0.555  -0.98
H 1.570 -4.529 -0.674  0.49
H 1.743 -3.763 -1.895  0.48
O 1.801 -3.619 -0.968  -0.96
H -2.049 2.223 -3.697  0.47
H -2.712 2.604 -2.411  0.48
O -1.878 2.244 -2.814  -0.94
H -1.426 1.941 -0.218  0.46
H -1.426 2.083 1.229  0.48
O -1.895 2.500 0.476  -0.94

Record 11
The following is a quantum chemistry calculation of a 11-piece molecular cluster, C5H31NO10 overall, from OMol25.

Summary:
charge = +1
DFT total energy = -27644.020 eV
2S+1 = 2

Each line ends with the natural charge from an NBO analysis.
Cartesian coordinates (Å):
C -0.070 -0.232 2.153  -0.64
C -0.371 -0.791 0.803  -0.02
C -0.391 0.408 -0.205  -0.53
C 0.864 0.907 -0.720  0.05
C 1.623 0.168 -1.572  -0.07
N -1.705 -1.468 0.731  -0.85
H 0.105 -1.032 2.911  0.24
H 0.922 0.282 2.073  0.20
H -0.794 0.287 2.762  0.27
H 0.381 -1.549 0.558  0.21
H -0.982 1.197 0.298  0.26
H -0.999 0.088 -1.074  0.33
H 1.037 1.984 -0.726  0.26
H 2.428 0.634 -2.159  0.22
H 1.681 -0.886 -1.741  0.24
H -1.810 -2.256 1.377  0.40
H -2.472 -0.788 0.850  0.39
H -4.155 0.279 -0.734  0.49
H -3.653 1.611 -1.126  0.49
O -3.900 0.766 -1.532  -0.95
H 1.600 3.185 0.984  0.51
H 1.070 4.622 0.648  0.50
O 0.812 3.713 0.746  -1.00
H -1.064 -2.209 -1.096  0.47
H -1.570 -1.976 -2.389  0.51
O -0.859 -2.561 -2.002  -1.02
H -2.089 -0.515 -3.901  0.49
H -2.971 -0.352 -2.580  0.51
O -2.549 -0.958 -3.190  -0.96
H -0.381 2.952 1.678  0.50
H -1.031 3.005 2.989  0.49
O -1.093 2.473 2.169  -1.01
H 3.110 -0.421 2.297  0.47
H 3.021 -1.062 1.087  0.49
O 3.475 -0.295 1.411  -0.96
H -2.650 1.840 1.242  0.49
H -3.652 1.634 2.309  0.49
O -3.500 1.359 1.391  -0.99
H 2.147 -3.154 -0.298  0.49
H 3.623 -2.708 -0.310  0.47
O 2.951 -2.997 0.307  -0.99
H 1.641 -4.221 -1.962  0.49
H 0.846 -2.931 -1.912  0.50
O 1.737 -3.278 -2.016  -0.98
H 3.382 1.854 1.828  0.50
H 3.393 2.050 0.372  0.48
O 3.234 2.557 1.186  -0.94

Record 12
The following is a quantum chemistry calculation of a 10-piece molecular cluster, C5H31NO10S overall, from OMol25.

Summary:
DFT total energy = -38486.559 eV
SMILES string = C[C@@H](CCS)NCO.O.O.O.O.O.O.O.O.O

Each line ends with the natural charge from an NBO analysis.
Cartesian coordinates (Å):
C 1.651 0.814 0.526  -0.63
C 0.267 0.163 0.460  -0.06
C -0.063 -0.529 1.784  -0.43
C -1.159 -1.563 1.476  -0.50
S -1.290 -2.744 2.901  -0.06
N -0.920 1.099 0.254  -0.70
C -1.124 1.599 -1.065  0.08
O -0.560 2.929 -1.075  -0.79
H 2.533 0.184 0.131  0.24
H 1.636 1.809 0.011  0.22
H 1.853 1.038 1.562  0.18
H 0.333 -0.682 -0.312  0.18
H -0.395 0.110 2.632  0.21
H 0.878 -1.087 2.059  0.23
H -2.145 -0.938 1.347  0.22
H -0.916 -2.235 0.645  0.23
H -0.028 -3.136 3.031  0.12
H -1.781 0.609 0.555  0.39
H -2.281 1.723 -1.129  0.21
H -0.628 1.019 -1.951  0.17
H -0.270 3.312 -0.242  0.49
O 0.309 2.924 2.343  -0.92
H -0.231 2.463 1.763  0.49
H 1.145 2.480 2.369  0.48
O -0.333 2.127 4.669  -0.96
H -0.852 1.437 4.403  0.45
H -0.207 2.610 3.761  0.49
O 1.867 0.379 4.653  -0.96
H 2.583 0.828 4.364  0.44
H 1.108 1.037 4.439  0.48
O -3.346 -0.376 -1.420  -0.96
H -2.737 -0.921 -1.919  0.49
H -4.090 -0.784 -1.719  0.46
O 0.549 -3.433 -1.017  -0.99
H 1.025 -3.094 -1.760  0.49
H 1.034 -4.310 -1.058  0.49
O 1.971 0.050 -3.915  -0.97
H 2.709 0.521 -3.686  0.47
H 1.266 0.565 -3.505  0.49
O 0.993 2.377 -3.210  -0.99
H 0.166 2.493 -3.813  0.49
H 0.813 2.701 -2.331  0.50
O -1.626 -2.327 -2.179  -0.97
H -1.710 -3.199 -2.385  0.48
H -0.904 -2.315 -1.515  0.50
O 1.037 -2.940 -3.563  -0.96
H 0.220 -2.535 -3.529  0.48
H 1.650 -2.255 -3.840  0.50

Question: What is the formula in the twelfth record?
Answer: C5H31NO10S

Question: DFT total energy of number 7 (C5H30N2O9)?
Answer: -27078.980 eV